[1]
# C24H76CoO16V

C24H76CoO16V as an isolated structure in a non-equilibrium geometry (the ωB97M-V functional and the def2-TZVPD basis, the Open Molecules 2025 dataset).

Each line ends with the Löwdin charge.
Geometry (Å):
Co  1.289  -0.199  2.534  0.706
V  0.076  0.170  -0.157  0.876
O  1.843  -0.915  0.546  -0.360
H  2.803  -0.810  0.695  -0.018
O  1.076  0.302  4.470  -0.357
H  0.724  -0.337  5.119  -0.024
O  0.947  1.523  1.316  -0.377
H  0.499  2.141  1.927  -0.030
O  -0.480  -0.825  1.709  -0.382
H  -1.444  -0.851  1.861  -0.027
C  4.811  -2.633  -2.255  -0.076
C  4.024  -3.348  -3.298  -0.341
O  2.713  -2.925  -3.151  -0.091
H  5.316  -1.728  -2.595  0.074
H  5.590  -3.286  -1.863  0.075
H  4.076  -2.314  -1.515  0.063
H  4.110  -4.428  -3.176  0.106
H  4.301  -3.192  -4.341  0.114
H  2.462  -3.084  -2.238  0.031
C  2.891  5.389  -0.674  -0.079
C  2.507  4.111  -0.004  -0.350
O  1.120  3.960  -0.019  -0.092
H  2.265  6.254  -0.451  0.079
H  2.767  5.312  -1.754  0.070
H  3.928  5.576  -0.395  0.078
H  2.911  3.988  1.000  0.116
H  2.975  3.260  -0.499  0.105
H  1.110  3.117  0.441  0.009
C  -2.400  -2.242  -1.918  -0.062
C  -1.099  -1.877  -2.590  -0.264
O  -0.155  -1.539  -1.594  -0.136
H  -3.184  -2.195  -2.674  0.063
H  -2.685  -1.472  -1.201  0.071
H  -2.372  -3.264  -1.541  0.082
H  -1.263  -1.019  -3.242  0.109
H  -0.585  -2.616  -3.206  0.130
H  0.496  -2.230  -1.449  0.057
C  -1.785  4.042  4.182  -0.069
C  -0.683  2.993  3.743  -0.308
O  0.242  2.758  4.818  -0.076
H  -2.792  3.706  4.430  0.055
H  -1.990  4.706  3.342  0.053
H  -1.367  4.612  5.011  0.068
H  -0.212  3.475  2.886  0.080
H  -1.169  2.178  3.207  0.082
H  0.694  1.937  4.611  -0.015
C  -4.748  -2.252  1.348  -0.063
C  -3.454  -2.061  2.191  -0.238
O  -2.392  -2.814  1.517  -0.135
H  -4.641  -3.060  0.623  0.074
H  -4.928  -1.357  0.753  0.032
H  -5.689  -2.363  1.887  0.068
H  -3.505  -2.556  3.161  0.109
H  -3.144  -1.017  2.239  0.097
H  -1.584  -2.324  1.683  -0.010
C  -1.642  3.702  -4.594  -0.060
C  -1.277  4.272  -3.203  -0.242
O  0.088  3.981  -2.788  -0.108
H  -2.688  3.929  -4.799  0.066
H  -1.769  2.630  -4.744  0.064
H  -1.036  4.166  -5.373  0.076
H  -1.870  3.916  -2.361  0.093
H  -1.387  5.351  -3.094  0.112
H  0.231  4.316  -1.900  0.054
C  1.917  0.504  -3.911  -0.059
C  2.079  1.223  -2.575  -0.301
O  0.811  1.394  -2.027  -0.120
H  2.863  0.184  -4.348  0.075
H  1.423  1.120  -4.663  0.075
H  1.361  -0.415  -3.723  0.058
H  2.600  2.142  -2.843  0.114
H  2.752  0.743  -1.864  0.114
H  0.571  2.270  -2.338  0.049
C  5.902  -0.088  2.595  -0.037
C  4.454  -0.698  2.340  -0.287
O  3.522  0.306  2.565  -0.097
H  6.087  -0.309  3.647  0.071
H  5.970  0.995  2.486  0.075
H  6.614  -0.654  1.995  0.071
H  4.255  -1.575  2.955  0.120
H  4.393  -0.968  1.286  0.092
H  3.930  1.012  2.057  0.100
C  0.746  -5.437  -0.176  -0.054
C  0.848  -4.001  0.337  -0.282
O  1.796  -3.240  -0.395  -0.125
H  -0.087  -5.568  -0.868  0.072
H  0.281  -6.015  0.622  0.066
H  1.704  -5.926  -0.354  0.082
H  1.200  -3.987  1.368  0.078
H  -0.147  -3.562  0.404  0.105
H  1.974  -2.441  0.107  -0.008
C  -6.021  -0.363  -2.153  -0.084
C  -5.420  0.894  -2.723  -0.312
O  -4.069  0.597  -2.852  -0.093
H  -5.863  -1.305  -2.679  0.081
H  -7.110  -0.327  -2.130  0.073
H  -5.811  -0.540  -1.098  0.052
H  -5.579  1.807  -2.149  0.106
H  -5.872  1.027  -3.706  0.114
H  -3.904  0.093  -3.652  0.095
C  -3.740  2.388  0.025  -0.053
C  -2.245  2.107  0.293  -0.264
O  -1.832  1.166  -0.692  -0.127
H  -3.996  3.018  0.877  0.083
H  -4.292  1.465  0.199  0.077
H  -3.976  2.827  -0.944  0.070
H  -2.085  1.846  1.339  0.100
H  -1.715  3.058  0.252  0.113
H  -2.438  1.289  -1.427  0.069
C  -0.040  -3.833  3.938  -0.059
C  1.203  -3.101  4.422  -0.318
O  1.675  -2.421  3.332  -0.099
H  -0.613  -4.336  4.717  0.081
H  0.142  -4.533  3.122  0.069
H  -0.630  -2.979  3.605  0.066
H  1.854  -3.913  4.745  0.113
H  1.035  -2.482  5.303  0.116
H  2.058  -3.094  2.766  0.087

Results
E_tot	-4490.52292	a.u.
expectation value of S²	12.01
total charge	0
multiplicity	7
ΔE to the lowest compared entry with this formula, charge and spin	0.0000	eV
orbital gap (alpha / beta)	7.2 / 8.5	eV

[2]
# C2HCl2NO

C2HCl2NO as an isolated structure in a non-equilibrium geometry (the ωB97M-V functional and the def2-TZVPD basis, the Open Molecules 2025 dataset).

Each line ends with the Löwdin charge.
Geometry (Å):
C  -1.431  -0.493  0.547  -0.421
C  1.539  0.986  -0.446  -1.166
N  -0.964  -0.254  -0.514  0.189
O  -1.563  -0.767  1.667  0.163
Cl  1.635  1.088  1.127  0.650
Cl  2.298  -0.382  -1.080  0.517
H  -1.515  -0.180  -1.300  0.069

Results
E_tot	-1127.07843	a.u.
total charge	0
ΔE to the lowest compared entry with this formula, charge and spin	2.6305	eV
orbital gap	8.4	eV

[3]
# CH2N4O3

One molecule with the formula CH2N4O3 in a non-equilibrium geometry (the ωB97M-V functional and the def2-TZVPD basis, the Open Molecules 2025 dataset).

Each line ends with the Löwdin charge.
Geometry (Å):
C  -1.592  -0.304  0.318  -0.269
N  -2.154  -1.281  0.247  0.209
N  -0.539  0.492  0.250  -0.175
N  0.296  -0.244  1.062  0.165
N  1.161  -0.883  0.397  -0.393
O  1.420  -0.313  -0.943  -0.003
O  1.892  -1.687  0.812  0.137
O  -0.158  1.676  -0.379  0.066
H  0.613  0.334  -1.154  0.115
H  -0.940  2.210  -0.609  0.149

Results
E_tot	-483.60417	a.u.
expectation value of S²	2.01
total charge	0
multiplicity	3
ΔE to the lowest compared entry with this formula, charge and spin	5.5809	eV
orbital gap (alpha / beta)	6.9 / 7.0	eV